Record 1
The following is a quantum chemistry calculation of a cluster of 2 separate species, CH2N2O4S in total, from the OMol25 dataset.

Computed properties:
orbital gap	9.94	eV
relative energy (zero: lowest compared OMol25 entry of this formula, charge and spin)	33.9	kcal per mole
SMILES	O=S(=O)=NO.N=C=O

Bonds (Å) are listed after each position.
Cartesian coordinates (Å):
1 O 1.510 -1.854 0.559  S2 1.435
2 S 2.061 -0.618 0.081  O1 1.435, O3 1.431, N4 1.569
3 O 2.782 -0.582 -1.155  S2 1.431
4 N 1.620 0.710 0.791  S2 1.569, O5 1.381
5 O 2.317 1.786 0.277  N4 1.381, H6 0.972
6 H 2.284 1.865 -0.691  O5 0.972
7 N -1.550 -0.957 0.348  C8 1.199, H10 1.086
8 C -0.923 -0.586 -0.605  N7 1.199, O9 1.162
9 O -0.517 -0.246 -1.639  C8 1.162
10 H -1.215 -1.244 1.341  N7 1.086


Record 2
The following is a quantum chemistry calculation of a cluster of 3 separate species, C16H32BN4O7S in total, from the OMol25 dataset.

Computed properties:
orbital gap	6.89	eV
net charge	-1

Bonds (Å) are listed after each position.
Cartesian coordinates (Å):
1 C -3.837 -4.884 0.336  C2 1.530, H18 1.093, H19 1.093, H20 1.096
2 C -2.819 -3.919 -0.276  C1 1.530, S3 1.805, H21 1.093, H22 1.090
3 S -1.895 -3.040 1.001  C2 1.805, C4 1.821
4 C -1.912 -1.336 0.359  S3 1.821, B5 1.660, H23 1.098, H24 1.096
5 B -0.780 -0.952 -0.793  C4 1.660, O6 1.526, C7 1.651, C12 1.646
6 O -0.638 -2.119 -1.766  B5 1.526, H25 0.961
7 C -1.304 0.388 -1.604  B5 1.651, C8 1.532, H26 1.100, H27 1.098
8 C -2.043 0.122 -2.919  C7 1.532, N9 1.465, N10 1.475, N11 1.477
9 N -3.080 -0.891 -2.713  C8 1.465, H28 1.017, H29 1.016
10 N -1.122 -0.282 -3.999  C8 1.475, H30 1.012, H31 1.014
11 N -2.685 1.362 -3.400  C8 1.477, H32 1.017, H33 1.016
12 C 0.690 -0.712 -0.091  B5 1.646, C13 1.394, C17 1.403
13 C 1.016 -1.101 1.207  C12 1.394, C14 1.389, H34 1.085
14 C 2.300 -0.909 1.701  C13 1.389, C15 1.383, H35 1.086
15 C 3.254 -0.335 0.881  C14 1.383, N16 1.332, H36 1.089
16 N 2.993 0.058 -0.365  C15 1.332, C17 1.333
17 C 1.750 -0.134 -0.807  C12 1.403, N16 1.333, H37 1.089
18 H -4.708 -4.344 0.715  C1 1.093
19 H -3.400 -5.425 1.180  C1 1.093
20 H -4.176 -5.610 -0.411  C1 1.096
21 H -2.119 -4.472 -0.908  C2 1.093
22 H -3.320 -3.199 -0.923  C2 1.090
23 H -1.828 -0.685 1.240  C4 1.098
24 H -2.919 -1.162 -0.037  C4 1.096
25 H 0.047 -2.701 -1.427  O6 0.961
26 H -1.999 0.931 -0.946  C7 1.100
27 H -0.513 1.109 -1.849  C7 1.098
28 H -2.627 -1.779 -2.510  N9 1.017
29 H -3.610 -0.990 -3.575  N9 1.016
30 H -1.116 -1.293 -4.027  N10 1.012
31 H -0.177 -0.029 -3.736  N10 1.014
32 H -2.968 1.184 -4.361  N11 1.017
33 H -3.536 1.494 -2.861  N11 1.016
34 H 0.267 -1.559 1.844  C13 1.085
35 H 2.569 -1.221 2.706  C14 1.086
36 H 4.269 -0.183 1.246  C15 1.089
37 H 1.568 0.201 -1.827  C17 1.089
38 C 1.713 -1.169 8.840  O39 1.427, H44 1.086, H45 1.089, H46 1.089
39 O 2.159 -0.980 7.498  C38 1.427, C40 1.338
40 C 1.442 -0.087 6.805  O39 1.338, O41 1.204, O42 1.325
41 O 0.505 0.534 7.237  C40 1.204
42 O 1.944 -0.010 5.581  C40 1.325, C43 1.435
43 C 1.262 0.902 4.707  O42 1.435, H47 1.088, H48 1.088, H49 1.085
44 H 2.380 -1.911 9.269  C38 1.086
45 H 1.775 -0.239 9.402  C38 1.089
46 H 0.687 -1.534 8.856  C38 1.089
47 H 1.302 1.913 5.107  C43 1.088
48 H 0.226 0.598 4.573  C43 1.088
49 H 1.781 0.850 3.756  C43 1.085
50 C -0.158 3.381 -4.659  O51 1.440, H56 1.085, H57 1.087, H58 1.087
51 O 0.957 4.262 -4.893  C50 1.440, C52 1.327
52 C 1.934 4.144 -4.003  O51 1.327, O53 1.201, O54 1.342
53 O 1.958 3.401 -3.060  C52 1.201
54 O 2.912 5.004 -4.330  C52 1.342, C55 1.429
55 C 4.027 4.963 -3.438  O54 1.429, H59 1.088, H60 1.089, H61 1.087
56 H -0.866 3.588 -5.455  C50 1.085
57 H 0.153 2.340 -4.706  C50 1.087
58 H -0.619 3.575 -3.695  C50 1.087
59 H 4.479 3.973 -3.432  C55 1.088
60 H 3.721 5.223 -2.426  C55 1.089
61 H 4.733 5.697 -3.817  C55 1.087